Density functional theory data (ωB97M-V with the def2-TZVPD basis set) for a cluster of 2 separate species, H3O4SSi in total in a non-equilibrium geometry.

Results
maximum force: 2.30 eV/A
charge: -1
Kohn-Sham gap: 7.32 eV

XYZ file:
```
9
H3O4SSi | the Open Molecules 2025 dataset | ωB97M-V with the def2-TZVPD basis set
O -2.187 -0.478 0.827
O -2.075 0.932 -1.149
O -2.382 1.900 1.118
O 0.886 0.697 0.315
Si 1.689 -0.556 -0.155
S -1.989 0.800 0.267
H 1.434 -1.875 0.382
H 1.511 -0.714 -1.763
H 3.112 -0.706 0.158
```



Density functional theory data (ωB97M-V with the def2-TZVPD basis set) for a cluster of 8 separate species, C29H58O13 in total in a non-equilibrium geometry.

Results
maximum force: 18.15 eV/A
Kohn-Sham gap: 9.77 eV

XYZ file:
```
100
C29H58O13 | the Open Molecules 2025 dataset | ωB97M-V with the def2-TZVPD basis set
C 0.990 6.454 0.834
C 0.254 7.371 -0.244
O 1.200 7.726 -1.193
C 0.867 8.526 -2.258
C 2.071 8.930 -3.184
O -0.297 8.759 -2.447
H 1.350 5.612 0.425
H 0.312 6.352 1.581
H 1.796 7.110 1.382
H -0.719 6.812 -0.688
H -0.104 8.298 0.299
H 2.586 8.097 -3.326
H 2.529 9.826 -2.686
H 1.504 9.151 -4.287
C -0.334 -1.827 -0.878
C 0.360 -0.466 -1.061
O -0.333 0.557 -0.400
C 0.352 1.690 -0.109
C -0.488 2.599 0.675
O 1.455 2.003 -0.475
H -0.842 -1.955 0.146
H 0.343 -2.454 -1.373
H -1.297 -1.556 -1.566
H 1.300 -0.743 -0.610
H 0.454 -0.314 -2.112
H -1.046 1.846 1.387
H -0.997 3.180 -0.142
H 0.019 3.189 1.296
C -3.944 -0.607 -2.125
C -3.846 0.024 -0.772
O -3.945 -0.861 0.202
C -3.497 -0.606 1.394
C -3.558 -1.810 2.301
O -3.021 0.404 1.832
H -3.261 -1.250 -2.509
H -4.213 0.200 -2.852
H -4.734 -1.169 -2.123
H -3.067 0.805 -0.522
H -4.738 0.631 -0.556
H -2.631 -2.166 2.399
H -4.193 -2.504 1.752
H -4.147 -1.413 3.116
C 1.793 2.346 3.542
C 0.657 2.552 4.552
O -0.516 2.762 4.022
C -1.530 3.065 4.794
C -2.679 3.509 3.914
O -1.625 2.986 5.995
H 1.580 1.620 2.705
H 2.546 1.963 4.162
H 2.015 3.384 3.208
H 0.560 1.739 5.413
H 0.832 3.540 5.124
H -2.597 3.847 2.895
H -3.334 4.010 4.503
H -3.276 2.654 3.543
C 0.863 -5.105 -3.633
C 2.109 -4.462 -2.959
O 2.330 -4.918 -1.644
C 2.934 -4.080 -0.780
C 3.275 -4.777 0.549
O 3.430 -2.979 -1.009
H 0.758 -5.052 -4.599
H 0.073 -4.503 -3.327
H 0.864 -6.283 -3.176
H 2.799 -4.663 -3.680
H 2.081 -3.506 -2.879
H 4.236 -4.378 0.833
H 3.227 -5.817 0.547
H 2.467 -4.361 1.258
C -4.702 -4.535 -0.940
C -3.858 -5.337 0.146
C -2.380 -5.031 0.270
O -4.405 -6.361 0.968
H -4.804 -3.421 -0.491
H -5.398 -5.196 -1.242
H -4.114 -4.489 -1.793
H -1.790 -5.539 -0.537
H -1.922 -5.425 1.314
H -2.251 -3.951 0.324
C 0.642 -1.218 2.649
C 0.628 -2.680 2.885
C 1.672 -3.160 3.772
O -0.224 -3.470 2.276
H 1.583 -1.103 2.034
H 0.810 -0.626 3.497
H -0.188 -0.852 2.186
H 1.691 -2.660 4.648
H 2.788 -3.067 3.439
H 1.457 -4.228 4.121
C 4.717 -1.067 -5.361
C 3.294 -0.956 -4.601
C 3.282 -0.254 -3.328
O 2.329 -1.586 -5.011
H 5.381 -0.802 -4.901
H 4.800 -0.371 -6.331
H 4.837 -2.159 -5.666
H 2.298 0.000 -3.234
H 3.881 0.630 -3.187
H 3.584 -0.629 -2.307
```



Density functional theory data (ωB97M-V with the def2-TZVPD basis set) for a cluster of 2 separate species, C14H31NO6 in total in a non-equilibrium geometry.

Results
maximum force: 9.34 eV/A
Kohn-Sham gap: 9.06 eV

XYZ file:
```
52
C14H31NO6 | the Open Molecules 2025 dataset | ωB97M-V with the def2-TZVPD basis set
C 1.191 4.408 0.284
C 1.919 2.941 0.626
C 1.965 2.132 -0.799
C 3.236 1.112 -0.982
O 3.468 0.183 0.127
C 2.714 -1.069 0.007
C 3.164 -2.052 -1.224
C 4.503 -2.956 -0.942
O 5.616 -2.626 -1.879
O 1.225 -0.882 0.038
C 0.793 -0.382 1.356
C 0.122 -1.520 2.337
N -1.215 -2.029 1.823
C -2.362 -1.132 2.234
C -3.828 -1.896 2.047
C -4.319 -1.607 0.490
C -5.185 -0.194 0.339
O -6.184 -0.400 -0.742
C -5.583 -0.149 -2.071
O -5.972 0.916 -2.822
H 1.696 4.950 -0.640
H 1.261 5.070 1.246
H 0.041 4.286 0.033
H 1.145 2.389 1.347
H 2.966 3.061 1.140
H 2.010 2.882 -1.726
H 0.964 1.508 -0.974
H 4.205 1.808 -1.039
H 3.136 0.626 -2.041
H 2.943 -1.681 1.007
H 2.270 -2.828 -1.372
H 3.308 -1.532 -2.260
H 4.804 -2.907 0.188
H 4.226 -4.091 -1.181
H 5.253 -2.664 -2.829
H 1.630 0.152 1.979
H -0.055 0.440 1.186
H -0.112 -0.974 3.373
H 0.877 -2.397 2.633
H -1.138 -2.027 0.777
H -2.375 -0.187 1.528
H -2.331 -0.776 3.357
H -4.632 -1.532 2.832
H -3.738 -3.073 2.182
H -5.017 -2.476 0.096
H -3.413 -1.495 -0.264
H -5.701 0.127 1.345
H -4.459 0.647 -0.035
H -4.779 -0.878 -2.552
O 0.196 3.501 -2.926
H 0.135 4.291 -3.483
H -0.583 2.980 -3.172
```



Density functional theory data (ωB97M-V with the def2-TZVPD basis set) for a structure of composition C21H23N3Ru in a non-equilibrium geometry.

Results
maximum force: 1.15 eV/A
charge: +2
Kohn-Sham gap (alpha / beta): 5.27 / 5.20 eV

XYZ file:
```
48
C21H23N3Ru | the Open Molecules 2025 dataset | ωB97M-V with the def2-TZVPD basis set
Ru -0.220 0.194 1.248
C 0.157 -0.185 -1.666
N -0.713 -0.297 -0.485
C -1.935 -0.908 -0.662
C -2.600 -1.240 0.468
C -3.832 -1.899 0.802
C -3.883 -1.929 2.156
C -2.680 -1.283 2.649
N -1.927 -0.883 1.661
C -0.544 0.504 -2.810
C -0.617 -0.116 -4.051
C -1.246 0.524 -5.110
C -1.813 1.777 -4.927
C -1.751 2.396 -3.684
C -1.117 1.762 -2.629
H 0.448 -1.201 -1.951
H 1.060 0.333 -1.349
H -2.287 -1.106 -1.668
H -4.558 -2.281 0.103
H -4.659 -2.346 2.778
H -2.400 -1.135 3.683
H -0.173 -1.094 -4.198
H -1.292 0.043 -6.077
H -2.305 2.273 -5.753
H -2.194 3.372 -3.543
H -1.071 2.252 -1.661
C 1.171 2.061 2.533
N 1.397 1.561 1.150
C 1.356 2.703 0.212
C 2.693 0.839 1.075
C 2.497 -0.546 1.606
C 3.522 -1.338 2.082
C 3.257 -2.652 2.465
C 1.974 -3.189 2.377
C 0.932 -2.410 1.912
C 1.184 -1.071 1.563
H 1.858 2.878 2.765
H 1.336 1.264 3.262
H 0.154 2.463 2.623
H 2.180 3.391 0.419
H 0.415 3.238 0.333
H 1.439 2.349 -0.813
H 3.471 1.393 1.607
H 2.989 0.791 0.024
H 4.531 -0.950 2.147
H 4.067 -3.270 2.829
H 1.796 -4.214 2.670
H -0.066 -2.820 1.836
```



Density functional theory data (ωB97M-V with the def2-TZVPD basis set) for a structure of composition C25H20N3OPtS6 in a non-equilibrium geometry.

Results
maximum force: 1.82 eV/A
charge: +1
Kohn-Sham gap (alpha / beta): 5.73 / 5.74 eV

XYZ file:
```
56
C25H20N3OPtS6 | the Open Molecules 2025 dataset | ωB97M-V with the def2-TZVPD basis set
Pt -0.484 -0.075 -0.260
C -3.426 1.355 2.518
C -2.495 1.329 1.468
N -1.967 0.199 1.049
C -2.321 -1.006 1.641
C -3.219 -1.040 2.714
C -3.774 0.189 3.135
C -3.503 -2.289 3.321
C -2.884 -3.414 2.854
C -1.987 -3.383 1.762
C -1.718 -2.196 1.127
N -0.887 -1.955 0.051
C -0.297 -2.839 -0.831
C -0.619 -4.150 -1.083
C 0.140 -4.896 -2.016
C 1.194 -4.353 -2.696
C 1.519 -2.988 -2.498
C 2.569 -2.312 -3.166
C 2.792 -0.984 -2.941
C 1.947 -0.284 -2.064
N 0.973 -0.887 -1.422
C 0.752 -2.244 -1.597
H -3.841 2.304 2.823
H -2.181 2.233 0.971
H -4.478 0.192 3.959
H -4.196 -2.329 4.150
H -3.081 -4.366 3.328
H -1.514 -4.300 1.439
H -1.449 -4.619 -0.573
H -0.133 -5.928 -2.187
H 1.775 -4.941 -3.394
H 3.187 -2.864 -3.863
H 3.585 -0.450 -3.445
H 2.044 0.783 -1.912
S -4.367 5.305 -2.770
C -3.394 4.082 -2.369
S -3.761 2.401 -2.646
C -2.285 1.732 -1.997
C -1.402 2.630 -1.473
S 0.046 2.153 -0.658
S -1.856 4.297 -1.558
S -1.995 0.045 -2.038
O 0.902 -0.136 1.584
S 2.246 0.600 1.526
C 3.359 -0.346 2.575
C 4.082 0.686 3.431
C 2.994 1.647 3.914
C 2.141 1.990 2.689
H 4.001 -0.960 1.948
H 2.700 -0.986 3.166
H 4.826 1.221 2.835
H 4.611 0.204 4.252
H 3.413 2.547 4.359
H 2.378 1.160 4.671
H 2.495 2.874 2.160
H 1.077 2.107 2.889
```



Density functional theory data (ωB97M-V with the def2-TZVPD basis set) for the molecule C7H8N4O2 in a non-equilibrium geometry.

Results
maximum force: 2.80 eV/A
Kohn-Sham gap: 9.53 eV

XYZ file:
```
21
C7H8N4O2 | the Open Molecules 2025 dataset | ωB97M-V with the def2-TZVPD basis set
C 0.109 2.363 -2.118
C 1.249 1.374 -2.067
O 0.670 0.067 -1.945
C 0.218 -0.353 -0.676
C -0.495 -1.633 -0.585
C -0.836 -2.160 0.613
O -1.491 -3.383 0.693
C -0.578 -1.336 1.782
N -0.778 -1.549 3.064
N -0.292 -0.456 3.746
C 0.190 0.381 2.865
N 0.020 -0.126 1.605
N 0.464 0.334 0.412
H 0.503 3.341 -2.448
H -0.299 2.537 -1.122
H -0.677 2.069 -2.835
H 1.818 1.432 -2.988
H 1.941 1.571 -1.251
H -0.666 -2.263 -1.459
H -1.731 -3.542 1.628
H 0.662 1.334 3.085
```



Density functional theory data (ωB97M-V with the def2-TZVPD basis set) for the molecule C10H14N4O5 in a non-equilibrium geometry.

Results
maximum force: 4.79 eV/A
Kohn-Sham gap: 9.46 eV

XYZ file:
```
33
C10H14N4O5 | the Open Molecules 2025 dataset | ωB97M-V with the def2-TZVPD basis set
N 0.206 -0.718 -2.102
C -0.080 -0.851 -0.669
C 0.677 -2.005 -0.101
C 0.417 -3.356 -0.791
C 1.342 -4.386 -1.096
N 0.552 -5.495 -1.377
C -0.789 -5.083 -1.481
N -0.846 -3.808 -1.057
C 0.514 0.559 -0.056
O 1.279 0.591 0.845
N -0.132 1.629 -0.560
C -0.330 2.882 0.011
C -1.153 3.088 1.419
C -1.740 1.738 1.865
O -2.923 1.582 1.806
O -0.935 0.922 2.506
C 0.861 3.764 0.081
O 0.786 4.922 -0.173
O 1.981 3.131 0.694
H -0.255 -1.336 -2.766
H 1.165 -0.918 -2.226
H -1.085 -0.802 -0.430
H 0.646 -2.073 1.050
H 1.765 -1.863 -0.255
H 2.433 -4.504 -1.192
H 0.867 -6.338 -1.832
H -1.446 -5.807 -1.984
H -0.637 1.432 -1.348
H -0.863 3.326 -0.810
H -0.478 3.437 2.259
H -2.129 3.802 1.291
H -0.004 0.895 2.469
H 1.738 2.216 0.925
```



Density functional theory data (ωB97M-V with the def2-TZVPD basis set) for a structure of composition C5H10 in a non-equilibrium geometry.

Results
maximum force: 1.85 eV/A
Kohn-Sham gap: 8.92 eV

XYZ file:
```
15
C5H10 | the Open Molecules 2025 dataset | ωB97M-V with the def2-TZVPD basis set
C 1.901 -0.076 0.276
C 0.477 0.137 0.701
C -0.482 -0.991 0.362
C -1.599 -0.095 -0.157
C -0.678 1.011 -0.641
H 2.517 0.822 0.363
H 2.345 -0.834 0.941
H 1.987 -0.483 -0.747
H 0.033 1.185 0.633
H -0.083 -1.591 -0.477
H -0.740 -1.687 1.169
H -2.212 0.254 0.682
H -2.252 -0.518 -0.921
H -1.089 2.039 -0.630
H -0.125 0.827 -1.554
```



Density functional theory data (ωB97M-V with the def2-TZVPD basis set) for the ion C4H8NO4S with charge -1 in a non-equilibrium geometry.

Results
maximum force: 4.78 eV/A
charge: -1
Kohn-Sham gap: 8.49 eV

XYZ file:
```
18
C4H8NO4S | the Open Molecules 2025 dataset | ωB97M-V with the def2-TZVPD basis set
C 0.101 -1.660 -0.189
C 1.990 -0.217 0.857
C -0.483 0.766 0.377
C 0.763 -0.276 -0.157
N 1.275 0.216 -1.417
O 0.800 -2.677 -0.265
O -2.908 -0.264 0.902
O -1.156 -1.644 -0.238
O -2.869 1.818 -0.455
S -2.138 0.106 -0.231
H 2.283 0.850 0.984
H 1.729 -0.668 1.706
H 2.747 -0.895 0.376
H -0.181 1.660 -0.148
H -0.584 0.844 1.459
H 0.554 0.545 -1.907
H 1.605 -0.620 -1.849
H -3.527 2.116 0.194
```



Density functional theory data (ωB97M-V with the def2-TZVPD basis set) for a structure of composition C9H13BN2Tb in a non-equilibrium geometry.

Results
spin multiplicity: 7
maximum force: 3.85 eV/A
charge: -1
Kohn-Sham gap (alpha / beta): 6.38 / 6.93 eV

XYZ file:
```
26
C9H13BN2Tb | the Open Molecules 2025 dataset | ωB97M-V with the def2-TZVPD basis set
C 0.960 -1.233 -1.827
C -0.444 -1.160 -2.102
C -1.130 -1.935 -1.107
C -0.143 -2.487 -0.225
C 1.149 -2.043 -0.667
Tb -0.063 0.061 0.124
C -1.641 1.720 -0.959
C -0.366 1.937 -1.331
C 0.474 2.485 -2.216
N 1.661 1.155 -0.249
H -2.206 -2.094 -1.041
H -0.899 -0.588 -2.908
H -0.326 -3.148 0.621
H 2.107 -2.325 -0.232
H 1.748 -0.763 -2.410
H -2.373 1.036 -1.424
H 2.611 1.422 0.030
H -2.121 2.329 -0.183
H 0.150 3.149 -3.021
H 1.547 2.294 -2.172
B -0.065 0.002 5.101
C -0.235 0.089 3.588
N -0.367 0.144 2.416
H -0.993 0.568 5.657
H 0.977 0.548 5.411
H -0.011 -1.165 5.455
```



Density functional theory data (ωB97M-V with the def2-TZVPD basis set) for the molecule C3H3N3O3S in a non-equilibrium geometry.

Results
maximum force: 6.46 eV/A
Kohn-Sham gap: 9.22 eV

XYZ file:
```
13
C3H3N3O3S | the Open Molecules 2025 dataset | ωB97M-V with the def2-TZVPD basis set
N 0.185 -4.160 -0.437
C -0.154 -3.076 -0.167
C -0.482 -1.837 0.411
O -0.297 -1.338 1.468
C -1.019 -1.256 -0.750
N -0.175 -0.517 -1.370
S 1.203 0.093 -0.561
N 1.619 0.917 -1.901
O 0.730 0.659 0.654
O 2.333 -0.822 -0.518
H -2.000 -1.404 -1.272
H 2.561 1.240 -2.063
H 0.758 0.864 -2.424
```



Density functional theory data (ωB97M-V with the def2-TZVPD basis set) for the molecule C3H5NOS in a non-equilibrium geometry.

Results
maximum force: 3.68 eV/A
Kohn-Sham gap (alpha / beta): 6.98 / 6.97 eV

XYZ file:
```
11
C3H5NOS | the Open Molecules 2025 dataset | ωB97M-V with the def2-TZVPD basis set
C -0.211 -0.029 -0.212
C 2.409 -0.394 0.193
C -1.614 0.318 -0.293
N 1.211 1.510 0.077
O 2.225 0.791 -0.402
S 0.682 -1.378 -0.132
H 3.215 -0.957 -0.267
H 2.419 -0.398 1.285
H -1.764 1.315 0.116
H -2.244 -0.403 0.234
H -1.919 0.336 -1.343
```